Run A
Molecular formula: C3H6N2O
Method: DFT, the ωB97M-V functional and the def2-TZVPD basis

Results
M: 86.1 g/mol
SMILES: CNC=O.C#N
Orbital gap: 11.223 eV

The geometry in ORCA input format:
```
! RIJCOSX wB97M-V def2-TZVPD def2/J DEFGRID3
* xyz 0 1
C -1.35 0.22 0.79
N -0.01 -0.24 0.49
C 1.09 0.54 0.46
O 2.18 0.18 0.05
H -1.77 -0.31 1.66
H -1.32 1.29 1.03
H -2.01 0.07 -0.07
H 0.10 -1.19 0.15
H 0.91 1.56 0.84
C 0.82 -0.69 -2.52
N -0.08 -0.94 -3.20
H 1.63 -0.46 -1.84
*
```

=====

Run B
Molecular formula: C3H6N2O
Method: DFT, the ωB97M-V functional and the def2-TZVPD basis

Results
M: 86.1 g/mol
Orbital gap: 10.940 eV

The geometry in ORCA input format:
```
! RIJCOSX wB97M-V def2-TZVPD def2/J DEFGRID3
* xyz 0 1
N -0.95 0.41 1.43
C -0.37 0.69 0.14
C 1.13 0.33 0.19
O 0.82 -1.02 -0.20
C -0.32 -0.45 -0.85
N -0.57 -0.79 -2.04
H -1.97 0.44 1.39
H -0.69 -0.53 1.70
H -0.65 1.69 -0.22
H 1.71 0.80 -0.61
H 1.61 0.38 1.16
H 0.23 -1.44 -2.08
*
```

=====

Which one sits at the bottom of the stability order? run B does.

=====

Run A
Molecular formula: C3H6N2O
Method: DFT, the ωB97M-V functional and the def2-TZVPD basis

Results
M: 86.1 g/mol
SMILES: N#C[C@H](O)CN
Orbital gap: 11.143 eV

The geometry in ORCA input format:
```
! RIJCOSX wB97M-V def2-TZVPD def2/J DEFGRID3
* xyz 0 1
N 2.36 0.57 -1.98
C 1.75 0.52 -1.00
C 0.84 0.43 0.17
O 1.30 -0.57 1.04
C -0.57 0.10 -0.39
N -1.36 -0.56 0.63
H 0.83 1.41 0.67
H 0.48 -0.97 1.40
H -0.45 -0.57 -1.24
H -1.01 1.03 -0.77
H -1.98 0.09 1.10
H -1.94 -1.29 0.23
*
```

=====

Run B
Molecular formula: C3H6N2O
Method: DFT, the ωB97M-V functional and the def2-TZVPD basis

Results
M: 86.1 g/mol
SMILES: N#C[C@H](O)CN
Orbital gap: 11.279 eV

The geometry in ORCA input format:
```
! RIJCOSX wB97M-V def2-TZVPD def2/J DEFGRID3
* xyz 0 1
N -3.10 -0.19 0.18
C -1.98 -0.38 0.42
C -0.51 -0.61 0.57
O 0.01 -0.03 1.73
C 0.21 -0.07 -0.72
N 1.37 0.74 -0.32
H -0.35 -1.69 0.60
H 0.67 0.62 1.39
H -0.48 0.58 -1.27
H 0.47 -0.90 -1.40
H 2.27 0.29 -0.42
H 1.42 1.64 -0.78
*
```

=====

Which one sits at the bottom of the stability order? run B does.

=====

Run A
Molecular formula: C3H6N2O
Method: DFT, the ωB97M-V functional and the def2-TZVPD basis

Results
M: 86.1 g/mol
SMILES: N#C[C@H](O)CN
Orbital gap: 11.053 eV

The geometry in ORCA input format:
```
! RIJCOSX wB97M-V def2-TZVPD def2/J DEFGRID3
* xyz 0 1
N -1.98 -1.20 0.98
C -1.02 -1.23 0.33
C 0.26 -0.93 -0.36
O 1.35 -1.26 0.45
C 0.21 0.58 -0.67
N -0.07 1.30 0.57
H 0.35 -1.51 -1.28
H 1.38 -0.59 1.15
H -0.52 0.75 -1.48
H 1.20 0.86 -1.04
H -0.22 2.28 0.37
H -0.94 0.95 0.99
*
```

=====

Run B
Molecular formula: C3H6N2O
Method: DFT, the ωB97M-V functional and the def2-TZVPD basis

Results
M: 86.1 g/mol
Orbital gap (spin up / spin down): 7.829 / 7.829 eV

The geometry in ORCA input format:
```
! RIJCOSX wB97M-V def2-TZVPD def2/J DEFGRID3
* xyz 0 1
C 1.38 0.36 0.58
N 0.43 0.61 -0.42
C -0.52 -0.18 -0.85
N -0.57 -1.52 -0.86
C -1.00 0.98 -0.05
O -1.22 0.82 1.26
H 1.80 -0.65 0.54
H 2.11 1.16 0.68
H -0.25 0.53 1.55
H -1.39 -2.00 -1.20
H 0.29 -2.05 -0.84
H -1.43 1.85 -0.53
*
```

=====

Which one sits at the bottom of the stability order? run B does.

=====

Run A
Molecular formula: C9H16N2O2
Method: DFT, the ωB97M-V functional and the def2-TZVPD basis

Results
M: 184.2 g/mol
SMILES: O=c1cc[nH]c(=O)[nH]1.CCCCC
Orbital gap: 9.757 eV

The geometry in ORCA input format:
```
! RIJCOSX wB97M-V def2-TZVPD def2/J DEFGRID3
* xyz 0 1
O -4.63 -0.02 2.24
C -4.33 -0.08 0.96
C -3.72 -1.45 0.58
C -2.97 -1.40 -0.46
N -2.96 -0.30 -1.23
C -3.62 0.83 -0.99
O -3.59 1.68 -1.91
N -4.44 0.83 0.07
H -4.08 -2.19 1.29
H -2.35 -2.16 -0.80
H -2.16 -0.18 -2.01
H -5.02 1.60 0.21
C 3.09 -2.32 -0.28
C 2.05 -1.20 0.03
C 2.82 0.09 -0.03
C 1.98 1.52 0.46
C 2.71 2.79 0.65
H 2.89 -2.37 -1.59
H 4.31 -2.02 0.00
H 2.85 -3.34 -0.14
H 1.59 -1.40 0.98
H 1.19 -1.15 -0.76
H 3.66 0.00 0.64
H 3.11 0.26 -1.16
H 1.51 1.05 1.32
H 1.18 1.63 -0.22
H 3.12 3.15 -0.30
H 2.19 3.57 1.22
H 3.62 2.58 1.25
*
```

=====

Run B
Molecular formula: C9H16N2O2
Method: DFT, the ωB97M-V functional and the def2-TZVPD basis

Results
M: 184.2 g/mol
SMILES: O=c1cc[nH]c(=O)[nH]1.CCCCC
Orbital gap: 10.085 eV

The geometry in ORCA input format:
```
! RIJCOSX wB97M-V def2-TZVPD def2/J DEFGRID3
* xyz 0 1
O -1.29 3.97 -2.71
C -1.22 2.82 -2.51
C -0.15 1.99 -3.00
C -0.40 0.71 -2.82
N -1.45 0.15 -2.21
C -2.64 0.90 -1.84
O -3.74 0.48 -1.47
N -2.36 2.20 -2.06
H 0.74 2.34 -3.49
H 0.33 0.02 -3.08
H -1.30 -0.80 -1.99
H -3.09 2.76 -1.69
C 1.38 -1.99 -0.54
C 1.47 -0.79 0.32
C 0.99 -1.27 1.69
C 1.04 -0.28 2.91
C 0.19 -0.58 4.19
H 2.23 -2.80 -0.24
H 0.33 -2.59 -0.51
H 1.37 -1.43 -1.52
H 0.50 -0.19 -0.28
H 2.47 -0.35 0.09
H 0.01 -1.72 1.49
H 1.73 -2.06 2.03
H 0.64 0.85 2.55
H 2.23 -0.39 3.21
H 0.93 -1.19 4.78
H -0.07 0.37 4.71
H -0.88 -1.14 3.96
*
```

=====

Which one sits at the bottom of the stability order? run A does.

=====

Run A
Molecular formula: C9H16N2O2
Method: DFT, the ωB97M-V functional and the def2-TZVPD basis

Results
M: 184.2 g/mol
SMILES: O=c1cc[nH]c(=O)[nH]1.CCCCC
Orbital gap: 9.845 eV

The geometry in ORCA input format:
```
! RIJCOSX wB97M-V def2-TZVPD def2/J DEFGRID3
* xyz 0 1
O 0.01 1.24 -0.30
C 0.84 0.43 -0.18
C 0.60 -1.07 -0.08
C 1.65 -1.79 0.30
N 2.95 -1.23 0.49
C 3.22 0.08 -0.04
O 4.34 0.44 -0.36
N 2.16 0.86 0.01
H -0.46 -1.35 -0.22
H 1.48 -2.83 0.20
H 3.90 -1.68 0.95
H 2.10 1.90 -0.15
C -1.78 2.60 0.02
C -2.77 1.47 0.47
C -2.46 0.03 -0.13
C -3.56 -0.95 0.22
C -3.24 -2.30 -0.43
H -0.75 2.30 0.27
H -1.72 2.80 -0.96
H -1.92 3.55 0.57
H -3.84 1.58 0.13
H -2.83 1.45 1.63
H -2.38 0.17 -1.22
H -1.44 -0.04 0.24
H -4.43 -0.50 -0.33
H -3.69 -1.11 1.27
H -2.59 -2.96 0.43
H -4.24 -2.91 -0.55
H -2.70 -2.19 -1.47
*
```

=====

Run B
Molecular formula: C9H16N2O2
Method: DFT, the ωB97M-V functional and the def2-TZVPD basis

Results
M: 184.2 g/mol
SMILES: O=c1cc[nH]c(=O)[nH]1.CCCCC
Orbital gap: 10.432 eV

The geometry in ORCA input format:
```
! RIJCOSX wB97M-V def2-TZVPD def2/J DEFGRID3
* xyz 0 1
O -2.81 1.95 -0.54
C -2.48 0.85 -0.29
C -3.11 -0.50 -0.78
C -2.64 -1.61 -0.43
N -1.50 -1.60 0.54
C -1.24 -0.64 1.42
O -0.57 -0.49 2.40
N -1.99 0.55 0.97
H -4.14 -0.50 -1.43
H -2.91 -2.56 -1.01
H -1.25 -2.58 0.91
H -1.90 1.43 1.61
C 1.99 -1.97 -0.88
C 1.90 -0.97 0.21
C 1.45 0.25 -0.44
C 1.63 1.57 0.57
C 0.86 2.75 -0.11
H 0.96 -2.51 -1.03
H 2.24 -1.54 -1.77
H 2.77 -2.75 -0.53
H 2.90 -0.77 0.29
H 1.44 -1.11 1.22
H 2.09 0.45 -1.35
H 0.53 0.17 -0.68
H 2.63 2.01 0.70
H 1.07 1.26 1.42
H -0.18 2.37 -0.76
H 0.69 3.48 0.73
H 1.56 3.02 -0.94
*
```

=====

Run C
Molecular formula: C9H16N2O2
Method: DFT, the ωB97M-V functional and the def2-TZVPD basis

Results
M: 184.2 g/mol
SMILES: O=c1cc[nH]c(=O)[nH]1.CCCCC
Orbital gap: 9.683 eV

The geometry in ORCA input format:
```
! RIJCOSX wB97M-V def2-TZVPD def2/J DEFGRID3
* xyz 0 1
O -3.44 1.07 -0.60
C -2.68 0.16 -0.26
C -2.50 -0.92 -1.06
C -1.55 -1.87 -0.70
N -0.96 -1.82 0.47
C -1.23 -0.83 1.55
O -0.76 -0.92 2.69
N -2.04 0.12 0.96
H -2.95 -1.11 -2.00
H -1.54 -2.74 -1.29
H -0.24 -2.54 0.82
H -2.00 0.93 1.59
C 2.36 -1.54 -0.72
C 2.27 -0.25 0.09
C 1.03 0.64 -0.49
C 0.94 1.78 0.54
C -0.04 2.70 0.11
H 1.31 -1.48 -1.43
H 3.20 -1.43 -1.57
H 2.69 -2.45 0.10
H 3.28 0.22 0.13
H 1.94 -0.57 1.08
H 1.34 0.95 -1.55
H 0.08 -0.03 -0.51
H 2.03 2.07 0.73
H 0.77 1.23 1.51
H -0.92 1.96 -0.20
H -0.51 3.47 0.83
H 0.13 3.17 -0.84
*
```

=====

Which one sits at the bottom of the stability order? run B does.

=====

Run A
Molecular formula: C4H9NO2
Method: DFT, the ωB97M-V functional and the def2-TZVPD basis

Results
M: 103.1 g/mol
SMILES: C[C@@H](O)CNC=O
Orbital gap: 10.773 eV

The geometry in ORCA input format:
```
! RIJCOSX wB97M-V def2-TZVPD def2/J DEFGRID3
* xyz 0 1
C 1.63 1.29 -0.64
C 0.28 0.63 -0.42
O 0.01 -0.17 -1.57
C 0.29 -0.24 0.85
N -1.05 -0.67 1.26
C -1.69 -1.60 0.46
O -2.76 -1.44 -0.10
H 1.88 1.97 0.19
H 1.62 1.88 -1.57
H 2.42 0.54 -0.73
H -0.49 1.42 -0.33
H -0.93 -0.37 -1.60
H 0.92 -1.12 0.66
H 0.69 0.32 1.70
H -1.65 0.14 1.40
H -1.17 -2.57 0.42
*
```

=====

Run B
Molecular formula: C4H9NO2
Method: DFT, the ωB97M-V functional and the def2-TZVPD basis

Results
M: 103.1 g/mol
SMILES: CN[C@H](C=O)CO
Orbital gap: 9.647 eV

The geometry in ORCA input format:
```
! RIJCOSX wB97M-V def2-TZVPD def2/J DEFGRID3
* xyz 0 1
C 1.85 0.10 -0.43
N 1.02 -0.97 0.10
C -0.39 -0.62 0.25
C -1.17 -0.76 -1.06
O -0.67 -1.10 -2.10
C -0.61 0.80 0.77
O -1.91 0.82 1.38
H 2.73 -0.31 -0.90
H 2.18 0.80 0.34
H 1.38 0.70 -1.23
H 1.07 -1.73 -0.56
H -0.85 -1.31 0.96
H -2.25 -0.57 -0.96
H 0.15 1.05 1.51
H -0.57 1.52 -0.05
H -1.95 1.57 1.98
*
```

=====

Run C
Molecular formula: C4H9NO2
Method: DFT, the ωB97M-V functional and the def2-TZVPD basis

Results
M: 103.1 g/mol
SMILES: CC[C@@H](N)C(=O)O
Orbital gap: 10.305 eV

The geometry in ORCA input format:
```
! RIJCOSX wB97M-V def2-TZVPD def2/J DEFGRID3
* xyz 0 1
C -1.12 -0.93 1.44
C 0.16 -0.26 0.94
C 0.02 -0.07 -0.59
N -1.28 0.74 -0.84
C 1.23 0.74 -1.03
O 1.42 1.97 -1.00
O 2.38 0.00 -0.99
H -1.69 -1.50 0.66
H -1.74 -0.06 1.76
H -0.86 -1.60 2.24
H 0.96 -1.10 0.84
H 0.44 0.50 1.57
H -0.22 -1.10 -0.98
H -1.26 1.71 -0.55
H -1.45 0.56 -1.84
H 3.02 0.41 -1.61
*
```

=====

Run D
Molecular formula: C4H9NO2
Method: DFT, the ωB97M-V functional and the def2-TZVPD basis

Results
M: 103.1 g/mol
SMILES: C/C=[NH+]/[O-].CC=O
Orbital gap (spin up / spin down): 9.468 / 9.469 eV

The geometry in ORCA input format:
```
! RIJCOSX wB97M-V def2-TZVPD def2/J DEFGRID3
* xyz 0 1
C -0.89 -2.52 0.40
C -1.00 -1.06 0.66
N -0.04 -0.40 1.23
O -0.05 0.86 1.39
H -1.48 -2.80 -0.46
H -1.25 -3.10 1.25
H 0.15 -2.79 0.23
H -2.01 -0.64 0.77
H 0.90 -0.81 1.15
C 0.76 2.54 -0.94
C 0.90 1.06 -0.96
O 1.92 0.44 -0.79
H 1.68 3.01 -0.58
H 0.50 2.94 -1.92
H -0.03 2.78 -0.23
H -0.07 0.47 -1.18
*
```

=====

Which one sits at the bottom of the stability order? run D does.

=====

Run A
Molecular formula: C4H9NO2
Method: DFT, the ωB97M-V functional and the def2-TZVPD basis

Results
M: 103.1 g/mol
SMILES: CCCOC(N)=O
Orbital gap: 11.330 eV

The geometry in ORCA input format:
```
! RIJCOSX wB97M-V def2-TZVPD def2/J DEFGRID3
* xyz 0 1
C -2.53 0.05 -0.28
C -1.08 0.51 -0.32
C -0.22 -0.30 0.62
O 1.14 0.15 0.62
C 1.90 -0.32 -0.39
N 3.15 0.22 -0.34
O 1.52 -1.10 -1.24
H -2.95 0.11 0.73
H -3.15 0.67 -0.94
H -2.63 -0.99 -0.62
H -0.68 0.42 -1.34
H -1.01 1.57 -0.03
H -0.55 -0.19 1.66
H -0.24 -1.36 0.35
H 3.46 0.63 0.53
H 3.84 -0.24 -0.91
*
```

=====

Run B
Molecular formula: C4H9NO2
Method: DFT, the ωB97M-V functional and the def2-TZVPD basis

Results
M: 103.1 g/mol
SMILES: N/C=C/O.CC=O
Orbital gap: 8.714 eV

The geometry in ORCA input format:
```
! RIJCOSX wB97M-V def2-TZVPD def2/J DEFGRID3
* xyz 0 1
N 1.12 -1.93 -0.64
C 1.08 -0.53 -0.51
C 1.05 0.06 0.73
O 1.58 1.27 1.03
H 0.35 -2.35 -0.13
H 1.07 -2.23 -1.60
H 1.58 0.01 -1.31
H 0.58 -0.42 1.57
H 2.05 1.62 0.27
C -1.57 1.08 0.60
C -1.15 0.00 -0.52
O -1.59 -1.14 -0.46
H -2.51 1.47 0.23
H -0.87 1.91 0.65
H -1.72 0.63 1.58
H -1.05 0.55 -1.47
*
```

=====

Run C
Molecular formula: C4H9NO2
Method: DFT, the ωB97M-V functional and the def2-TZVPD basis

Results
M: 103.1 g/mol
SMILES: C/N=C/OCC=O.[H][H]
Orbital gap: 10.988 eV

The geometry in ORCA input format:
```
! RIJCOSX wB97M-V def2-TZVPD def2/J DEFGRID3
* xyz 0 1
C -2.05 2.00 -0.96
N -1.03 1.06 -0.50
C -1.08 0.73 0.72
O -0.21 -0.12 1.32
C 0.82 -0.64 0.48
C 1.62 -1.66 1.28
O 2.59 -2.20 0.81
H -1.56 2.89 -1.37
H -2.62 1.54 -1.78
H -2.75 2.31 -0.18
H -1.83 1.07 1.44
H 0.39 -1.03 -0.45
H 1.56 0.11 0.25
H 1.38 -1.72 2.36
H 2.27 -2.11 -2.06
H 2.51 -2.22 -1.37
*
```

=====

Run D
Molecular formula: C4H9NO2
Method: DFT, the ωB97M-V functional and the def2-TZVPD basis

Results
M: 103.1 g/mol
SMILES: NC(=O)CCCO
Orbital gap: 9.814 eV

The geometry in ORCA input format:
```
! RIJCOSX wB97M-V def2-TZVPD def2/J DEFGRID3
* xyz 0 1
N 0.09 0.15 2.01
C 0.43 1.23 1.27
O 1.03 2.19 1.74
C -0.06 1.23 -0.20
C 0.45 0.18 -1.24
C -0.16 -1.28 -1.11
O -0.90 -1.52 0.11
H 0.37 0.13 2.98
H -0.38 -0.64 1.59
H -1.16 1.23 -0.17
H 0.23 2.22 -0.56
H 0.04 0.55 -2.17
H 1.53 0.15 -1.16
H -0.85 -1.43 -1.94
H 0.67 -2.00 -1.17
H -1.32 -2.38 0.01
*
```

=====

Which one sits at the bottom of the stability order? run B does.

=====

Run A
Molecular formula: C4H9NO2
Method: DFT, the ωB97M-V functional and the def2-TZVPD basis

Results
M: 103.1 g/mol
SMILES: CCNCC(=O)O
Orbital gap: 10.789 eV

The geometry in ORCA input format:
```
! RIJCOSX wB97M-V def2-TZVPD def2/J DEFGRID3
* xyz 0 1
C -3.12 -0.38 -0.31
C -1.99 0.31 0.48
N -0.65 -0.18 0.03
C 0.50 0.43 0.68
C 1.80 0.03 -0.03
O 2.88 -0.04 0.52
O 1.49 -0.14 -1.35
H -2.97 -0.14 -1.41
H -3.09 -1.50 -0.12
H -4.09 0.00 0.03
H -2.03 1.44 0.31
H -2.15 0.12 1.53
H -0.65 -1.11 0.21
H 0.56 0.09 1.74
H 0.44 1.54 0.58
H 0.46 -0.10 -1.36
*
```

=====

Run B
Molecular formula: C4H9NO2
Method: DFT, the ωB97M-V functional and the def2-TZVPD basis

Results
M: 103.1 g/mol
Orbital gap: 9.887 eV

The geometry in ORCA input format:
```
! RIJCOSX wB97M-V def2-TZVPD def2/J DEFGRID3
* xyz 0 1
C -1.00 -0.66 -2.25
N -0.28 -0.33 -1.04
C 0.88 -0.79 -0.74
O 1.55 -0.47 0.33
C 1.04 0.38 1.80
C -0.37 0.93 1.83
O -0.45 1.52 0.59
H -1.99 -1.05 -2.00
H -1.14 0.24 -2.86
H -0.47 -1.41 -2.85
H 1.35 -1.52 -1.44
H 1.32 -0.50 2.35
H 1.75 1.21 1.82
H -1.12 0.13 2.02
H -0.54 1.65 2.68
H -0.53 0.66 -0.23
*
```

=====

Which one sits at the bottom of the stability order? run B does.